Entry 1:
The following is a quantum chemistry calculation of a structure of composition C57H84BrN4O3RbSSi at a distorted geometry, from OMol25.

Output
strongest force on any atom: 2.14 eV/Å
Kohn-Sham gap: 0.17255 Eh
total charge: -2
electronic energy: -161989.8716 eV
HOMO level: -1.397 eV
LUMO: 0.1212 Ha

Each line ends with the Mulliken charge.
Cartesian coordinates (Å):
Rb 0.05038 -0.00216 0.52594  -1.04
C 0.76558 -3.79697 0.52596  -0.89
N 0.44919 -2.87332 -0.55254  1.45
C 1.26526 -3.14936 -1.71875  -0.99
C -0.95445 -2.89896 -0.95761  0.11
C -1.99318 -3.00799 0.15000  -2.11
N -2.20827 -1.82930 0.96508  2.26
C -2.90372 -2.16412 2.20811  -2.30
C -2.36817 -1.54900 3.47993  1.55
C -3.29756 -1.17929 4.43882  -0.49
C -2.93901 -0.74513 5.70857  -0.36
C -1.56738 -0.66911 5.96343  -0.60
C -0.58975 -0.99793 5.03496  -0.14
C -0.96620 -1.47356 3.72561  -0.20
O -0.09538 -1.82429 2.84305  -0.88
C 0.89718 -0.83987 5.36576  3.10
C 1.13976 -0.31223 6.78175  -2.63
C 1.51569 0.16796 4.38695  -1.54
C 1.62305 -2.18911 5.24608  -1.81
C -3.95037 -0.33971 6.78127  2.50
C -3.73746 -1.17824 8.05035  -1.97
C -5.39154 -0.54896 6.31311  -2.15
C -3.78639 1.14396 7.13821  -1.43
C -2.85303 -0.75887 0.17921  -1.51
C -3.59101 0.32644 0.93566  1.19
C -4.97234 0.31798 0.93870  -0.64
C -5.72801 1.31603 1.55501  -0.04
C -5.00678 2.36874 2.11482  -0.85
C -3.61973 2.46697 2.09937  0.93
C -2.84822 1.38786 1.56601  -0.43
O -1.57624 1.33095 1.61040  1.35
C -2.97521 3.71284 2.73778  2.84
C -1.48992 3.91063 2.39882  -2.41
C -3.69452 4.99147 2.27043  -1.88
C -3.09580 3.59998 4.26313  -1.79
C -7.25290 1.23331 1.56652  2.07
C -7.70215 -0.04832 2.28464  -1.43
C -7.88837 2.42347 2.28773  -2.18
C -7.79135 1.21363 0.12815  -1.81
H 0.45876 -4.83423 0.28579  0.20
H 0.29825 -3.46649 1.45546  -0.10
H 1.84679 -3.79096 0.67388  0.45
H 1.04535 -4.15143 -2.13851  0.31
H 2.32078 -3.11432 -1.45344  0.35
H 1.07238 -2.40665 -2.49246  -0.09
H -1.12833 -3.76679 -1.62454  0.42
H -1.13954 -1.99518 -1.54557  -0.44
H -1.71671 -3.83315 0.80462  0.78
H -2.93509 -3.30900 -0.35650  0.18
H -2.86293 -3.25439 2.31918  1.03
H -3.96695 -1.90562 2.13262  -0.18
H -4.34525 -1.24331 4.15898  0.20
H -1.25500 -0.31703 6.94012  0.31
H 0.68222 0.66895 6.93161  0.39
H 2.21756 -0.20916 6.94395  0.45
H 0.74781 -0.99530 7.54054  0.48
H 1.04549 1.14801 4.51461  0.28
H 1.33142 -0.16484 3.36763  0.06
H 2.59488 0.26924 4.55447  0.68
H 1.22763 -2.89513 5.98255  0.34
H 2.69685 -2.06192 5.43336  0.45
H 1.46953 -2.60024 4.24825  0.15
H -3.85742 -2.24117 7.82654  0.37
H -4.46300 -0.90019 8.82367  0.46
H -2.73511 -1.03387 8.45777  0.32
H -5.57643 -1.59543 6.05823  0.38
H -5.61484 0.06051 5.43476  0.23
H -6.08364 -0.26265 7.11109  0.48
H -2.78366 1.34419 7.52295  0.28
H -4.51444 1.44695 7.90004  0.53
H -3.93109 1.76135 6.25296  0.04
H -3.57292 -1.21468 -0.52541  0.49
H -2.07475 -0.27474 -0.41780  -0.75
H -5.47654 -0.51016 0.44227  0.33
H -5.55979 3.17130 2.58527  0.20
H -1.32046 3.92770 1.32053  0.46
H -0.87905 3.11266 2.81660  -0.10
H -1.16557 4.87121 2.81522  0.50
H -3.66511 5.06373 1.18283  0.13
H -3.18959 5.87020 2.68479  0.50
H -4.73852 5.02944 2.58695  0.35
H -2.56589 2.70894 4.60772  0.13
H -4.14148 3.51579 4.57326  0.35
H -2.65766 4.47760 4.75397  0.39
H -7.32671 -0.05682 3.31054  0.10
H -7.31225 -0.93599 1.78265  0.30
H -8.79587 -0.12074 2.31137  0.45
H -7.56950 2.46975 3.33152  0.34
H -8.97831 2.32629 2.26842  0.46
H -7.62225 3.36698 1.80646  0.37
H -7.40766 0.35323 -0.42338  0.28
H -7.47569 2.11418 -0.40326  0.37
H -8.88660 1.16514 0.12042  0.44
C -2.36316 -1.92112 -6.50612  -1.50
C -1.23528 -1.23069 -5.79002  0.69
C -0.40977 -0.30319 -6.41038  -0.45
C 0.58736 0.32697 -5.68906  -0.67
C 0.71062 0.00016 -4.34574  0.06
Br 2.08476 0.81635 -3.32838  -0.10
N -0.05168 -0.87215 -3.72962  -0.01
C -0.99668 -1.47581 -4.44441  -0.28
H -2.30572 -1.75375 -7.58192  0.38
H -3.32743 -1.54621 -6.15612  0.29
H -2.34480 -2.99666 -6.32470  0.34
H -0.54998 -0.06778 -7.45990  0.32
H 1.24112 1.05960 -6.13881  0.44
H -1.62070 -2.18046 -3.90134  0.40
C -3.00389 1.38073 -3.25188  -0.31
Si -2.33984 3.07375 -2.75609  0.10
C -2.26573 3.97820 -4.43840  -1.28
C -3.78052 3.86649 -1.81989  -0.53
N -0.87366 2.97038 -1.93812  0.20
C -0.25055 4.02345 -1.38510  0.10
C -0.68379 5.38076 -1.50224  -0.34
C -0.04099 6.46225 -0.92405  -1.06
C 1.11517 6.27772 -0.18564  -0.93
C 1.59750 4.97535 -0.04263  -0.76
C 0.94432 3.89428 -0.60211  1.12
O 1.44657 2.58618 -0.45123  -0.08
C 2.55258 2.47333 0.34739  -0.07
C 3.80834 2.39311 -0.23504  -0.27
C 4.93888 2.36131 0.57059  -0.61
C 4.81691 2.39119 1.95393  -0.80
C 3.55158 2.43009 2.52983  -0.75
C 2.42010 2.47239 1.73141  1.09
H -4.09409 1.42721 -3.34413  0.37
H -2.76030 0.62698 -2.50311  -0.34
H -2.59552 1.06284 -4.21524  0.13
H -3.25526 3.99175 -4.90970  0.35
H -1.57687 3.45656 -5.11281  0.23
H -1.91707 5.00954 -4.35221  0.30
H -4.65425 3.97723 -2.47137  0.43
H -3.53119 4.85003 -1.41430  0.28
H -4.06132 3.22726 -0.97477  -0.21
H -1.58085 5.55921 -2.07871  0.13
H -0.45058 7.45922 -1.05557  0.34
H 1.63507 7.10589 0.27936  0.34
H 2.49862 4.82396 0.53604  0.31
H 3.88387 2.38750 -1.31566  0.40
H 5.92147 2.32533 0.11353  0.40
H 5.70133 2.37685 2.57956  0.28
H 3.44309 2.43210 3.60713  0.45
H 1.42254 2.53838 2.15464  0.24
C 4.99820 -0.99482 -0.72659  -1.09
S 3.51997 -1.36004 0.23788  0.37
C 4.18402 -1.26685 1.91145  -0.23
H 5.49960 -0.11379 -0.32892  0.26
H 4.66747 -0.78301 -1.74350  0.25
H 5.68327 -1.84396 -0.73653  0.37
H 5.01267 -1.96491 2.04224  0.48
H 3.36800 -1.54742 2.57870  -0.26
H 4.49924 -0.25173 2.14371  -0.05

***

Entry 2:
The following is a quantum chemistry calculation of a structure of composition C58H114BN7O19V at a distorted geometry, from OMol25.

Output
strongest force on any atom: 5.10 eV/Å
Kohn-Sham gap (alpha / beta): 0.18445 / 0.22538 Eh
spin multiplicity: 2
total charge: -2
electronic energy: -137685.5136 eV
HOMO level (alpha / beta): -2.062 / -3.176 eV
LUMO (alpha / beta): 0.1087 / 0.1087 Ha

Each line ends with the Mulliken charge.
Cartesian coordinates (Å):
O -2.36441 7.77083 -16.58715  -0.77
V -3.44200 7.07860 -15.64919  0.83
O -3.77071 5.60657 -16.23377  -0.87
N -5.09132 9.57836 -14.02459  1.05
O -4.27753 8.94474 -14.65407  -0.65
O -5.09460 9.40863 -12.84023  -0.70
O -5.91795 10.34549 -14.51293  -0.71
O -5.62320 6.68386 -14.63825  0.28
C -6.46503 6.19814 -13.87235  0.39
O -6.39929 5.04505 -13.31149  -0.55
B -7.72092 4.80025 -12.66499  1.30
O -8.38963 6.10949 -12.60238  -1.04
C -7.79509 6.92358 -13.37643  0.70
O -8.15151 8.08287 -13.59110  -0.66
O -8.57512 3.94248 -13.48157  0.43
C -9.08823 3.01178 -12.73078  0.18
O -9.80212 2.10727 -13.13911  -0.36
C -8.51970 3.14549 -11.33727  0.37
O -7.61385 4.08467 -11.37171  -0.45
O -8.69862 2.35334 -10.39845  -0.71
C -13.32628 6.00362 -18.48202  -2.02
C -13.46058 7.18329 -17.53370  2.28
C -14.80047 7.01979 -16.84317  -1.55
C -14.87973 6.12907 -15.61691  -0.77
C -13.71801 6.31705 -14.62877  -0.03
C -12.35347 6.47483 -15.36367  2.40
N -12.38714 7.31409 -16.59926  -0.34
O -11.09408 7.42438 -17.25116  -0.25
C -11.35204 7.14696 -14.40403  -1.99
C -11.75638 5.09898 -15.66784  -0.73
C -13.53073 8.40986 -18.43816  -2.06
H -13.92717 5.97558 -19.39100  0.48
H -13.56593 5.07842 -17.95793  0.30
H -12.31272 5.89108 -18.86688  0.48
H -15.13355 8.00515 -16.51726  0.37
H -15.59892 6.60051 -17.45538  0.40
H -14.91706 5.09766 -15.96750  0.03
H -15.84057 6.03035 -15.11177  0.65
H -13.80417 5.34716 -14.13887  -0.74
H -13.91276 6.95689 -13.76808  0.51
H -11.40522 6.62217 -13.45016  0.37
H -10.33874 7.05985 -14.79612  0.13
H -11.57433 8.21027 -14.31434  0.45
H -10.69183 5.20147 -15.87835  0.17
H -11.89104 4.39178 -14.84940  -0.14
H -12.22546 4.64327 -16.53985  0.14
H -14.39310 8.23056 -19.08024  0.41
H -12.68697 8.66554 -19.07909  0.26
H -13.69809 9.30579 -17.84034  0.49
H -11.02870 6.56793 -17.67990  0.18
C -7.63155 1.10933 -15.99263  -0.53
C -7.05544 2.12611 -17.04505  1.87
C -6.69274 1.34231 -18.26230  -1.75
C -7.89412 0.76833 -19.05536  -0.44
C -8.75872 1.91880 -19.54611  -1.50
C -9.24303 2.80564 -18.41879  2.75
N -8.10314 3.11670 -17.41643  -0.31
O -8.41304 4.02880 -16.40221  1.22
C -9.57122 4.15748 -19.03000  -1.51
C -10.41572 2.24287 -17.69771  -1.32
C -5.76206 2.82815 -16.62576  -1.51
H -8.00520 1.68488 -15.14573  -0.30
H -6.86352 0.43920 -15.60643  0.59
H -8.56697 0.61881 -16.26183  -0.56
H -6.09457 1.93815 -18.95169  0.47
H -5.95704 0.60112 -17.95005  0.51
H -8.44337 0.03927 -18.45964  0.05
H -7.57388 0.21792 -19.94002  0.47
H -9.63354 1.48631 -20.03165  0.46
H -8.30182 2.48480 -20.35790  0.33
H -10.06008 3.99047 -19.98979  0.74
H -10.24224 4.64382 -18.32197  -0.29
H -8.68676 4.71903 -19.33081  0.14
H -10.35515 1.27768 -17.19488  -0.20
H -10.76160 2.92430 -16.92045  -0.49
H -11.31311 2.19852 -18.31483  0.62
H -5.26823 3.28884 -17.48133  0.46
H -5.04377 2.11017 -16.22995  0.46
H -6.00021 3.57959 -15.87295  -0.22
H -9.06910 3.62919 -15.82645  -0.32
C -7.69651 8.13349 -18.71670  -1.97
C -6.33078 7.51313 -19.07465  2.34
C -6.34400 7.04518 -20.54107  -1.20
C -6.12242 8.25607 -21.57320  -0.91
C -4.79837 8.89755 -21.16840  -1.42
C -4.81036 9.47791 -19.75927  1.67
N -5.14724 8.35109 -18.88440  -0.25
O -5.05036 8.64915 -17.46259  0.44
C -3.26596 9.77719 -19.46324  -1.86
C -5.73188 10.69159 -19.83701  -1.90
C -6.09219 6.20939 -18.30447  -0.45
H -7.89757 9.18205 -18.93623  0.23
H -8.01416 8.05799 -17.67675  0.56
H -8.46425 7.52622 -19.19617  0.30
H -5.65536 6.21371 -20.69120  0.54
H -7.30822 6.59011 -20.76756  0.23
H -6.96001 8.94269 -21.69609  0.30
H -6.10862 7.79081 -22.55882  0.50
H -4.46697 9.66210 -21.87106  0.53
H -3.95945 8.21005 -21.27637  0.45
H -2.71537 8.85257 -19.63659  0.43
H -2.96582 10.60138 -20.11032  0.45
H -3.10095 10.18455 -18.46578  0.30
H -5.79420 11.14259 -18.84664  0.39
H -5.20188 11.43353 -20.43427  0.51
H -6.68598 10.56427 -20.34846  0.34
H -6.10319 6.39814 -17.23099  -0.45
H -5.16846 5.70693 -18.59139  0.64
H -6.90123 5.48770 -18.41725  -0.82
H -5.85058 9.17941 -17.47132  0.23
C -9.25670 -4.64454 -15.15624  -1.99
C -9.82050 -3.88526 -13.92589  2.11
C -8.76236 -2.82687 -13.41249  -2.10
C -8.78943 -1.52794 -14.29187  0.40
C -10.18949 -1.00228 -14.17370  -0.06
C -11.27355 -1.94814 -14.80210  1.44
N -11.15838 -3.27707 -14.22101  0.56
O -12.09730 -4.19792 -14.57589  -0.56
C -12.68347 -1.34432 -14.35497  -1.99
C -11.21958 -1.92761 -16.31431  -1.74
C -10.00183 -4.97421 -12.80571  -2.10
H -9.98559 -5.34068 -15.57123  0.35
H -8.41155 -5.27796 -14.88678  0.52
H -8.83022 -4.00837 -15.93180  0.36
H -8.71652 -2.82054 -12.32347  0.42
H -7.73048 -3.13605 -13.57899  0.57
H -8.58681 -1.80429 -15.32661  0.44
H -8.03515 -0.86277 -13.87151  -0.72
H -10.20311 -0.05019 -14.70421  -0.33
H -10.35248 -0.76462 -13.12249  0.57
H -12.78898 -0.40052 -14.88996  0.34
H -13.54163 -1.98568 -14.55579  0.49
H -12.53090 -1.28729 -13.27721  0.42
H -10.98880 -1.02707 -16.88341  0.04
H -10.39791 -2.54827 -16.67172  0.41
H -12.01858 -2.49676 -16.78947  0.44
H -10.73332 -4.66915 -12.05740  0.40
H -9.01573 -5.17928 -12.38898  0.41
H -10.44795 -5.89697 -13.17665  0.49
H -12.41143 -4.61794 -13.77183  0.34
C -4.72278 -0.62459 -13.56880  -1.31
C -4.92135 0.54134 -12.59909  2.59
C -6.33246 0.71668 -12.02595  -1.20
C -6.78752 -0.42940 -11.06068  -0.63
C -5.78219 -0.45800 -9.84827  -1.59
C -4.27242 -0.51579 -10.29976  1.83
N -3.96289 0.44979 -11.46822  0.07
O -2.65747 0.45278 -11.88301  -0.49
C -3.40946 -0.28867 -9.01210  -1.94
C -3.95234 -1.97127 -10.56797  -1.90
C -4.69711 1.98839 -13.26778  -1.72
H -4.21958 -0.38057 -14.50439  0.35
H -4.10761 -1.46934 -13.25882  0.53
H -5.71282 -1.02984 -13.77781  -0.09
H -6.29179 1.61860 -11.41522  0.61
H -7.11824 0.92695 -12.75152  -0.26
H -7.81483 -0.22174 -10.76133  0.71
H -6.74090 -1.40165 -11.55125  -0.11
H -6.00322 -1.23081 -9.11206  0.51
H -6.02389 0.47987 -9.34818  0.45
H -2.34569 -0.46679 -9.16943  0.38
H -3.73680 -0.91604 -8.18304  0.39
H -3.43661 0.71989 -8.59960  0.43
H -4.06647 -2.64440 -9.71829  0.43
H -2.89787 -2.03617 -10.83626  0.45
H -4.63044 -2.34065 -11.33727  0.30
H -3.78043 1.95193 -13.85640  0.55
H -5.51277 2.45833 -13.81727  -0.18
H -4.56966 2.68582 -12.43986  0.43
H -2.69431 -0.40582 -12.31085  0.47
C -12.66572 1.40009 -11.10238  -1.81
C -13.92739 2.22707 -11.55520  1.52
C -13.83692 2.34060 -13.10086  -0.26
C -15.12930 2.84290 -13.82835  -0.03
C -16.26269 1.89167 -13.45576  -1.70
C -16.45031 1.72680 -11.89460  1.66
N -15.08920 1.39306 -11.30987  0.56
O -15.20264 1.15278 -9.97243  -0.54
C -17.19031 3.04105 -11.30860  -1.83
C -17.42091 0.51337 -11.71602  -1.98
C -13.94784 3.73196 -10.94332  -1.46
H -11.79794 1.93305 -11.49097  0.26
H -12.68134 0.45038 -11.63708  0.31
H -12.62782 1.19206 -10.03308  0.46
H -13.04401 3.03544 -13.37760  0.06
H -13.68754 1.37646 -13.58690  -0.24
H -15.05807 2.85115 -14.91599  0.39
H -15.34623 3.82193 -13.40111  0.04
H -16.32160 0.94048 -13.98479  0.42
H -17.18256 2.34095 -13.83007  0.53
H -16.91139 4.00367 -11.73715  0.29
H -18.26914 2.95333 -11.43712  0.46
H -17.01069 3.10107 -10.23517  0.43
H -17.75702 0.27932 -10.70589  0.36
H -18.19113 0.48362 -12.48671  0.44
H -17.01387 -0.46514 -11.97083  0.49
H -14.85265 3.93355 -10.36992  0.31
H -13.84992 4.51930 -11.69072  0.08
H -13.18616 3.80759 -10.16729  0.49
H -15.08808 0.19988 -9.95139  0.36

***

strongest force on any atom of number 2 (C58H114BN7O19V)? 5.10 eV/Å

***

Which of these has the lowest electronic energy? C57H84BrN4O3RbSSi